{
  "formula": "C19H28O5",
  "method": "the ωB97M-V functional and the def2-TZVPD basis",
  "species": ["C", "C", "O", "C", "O", "C", "C", "C", "C", "C", "O", "C", "C", "C", "C", "C", "C", "C", "C", "C", "O", "O", "C", "C", "H", "H", "H", "H", "H", "H", "H", "H", "H", "H", "H", "H", "H", "H", "H", "H", "H", "H", "H", "H", "H", "H", "H", "H", "H", "H", "H", "H"],
  "xyz": [[3.437, -0.032, -5.016], [2.221, 0.876, -4.912], [1.707, 0.895, -3.578], [2.317, 1.685, -2.704], [3.224, 2.430, -2.964], [1.748, 1.502, -1.299], [0.243, 1.228, -1.298], [-0.405, 1.510, 0.057], [0.097, 0.637, 1.207], [-0.292, -0.836, 1.044], [-1.684, -1.019, 0.901], [-2.501, -0.904, 1.986], [-2.088, -0.758, 3.305], [-3.035, -0.674, 4.312], [-4.384, -0.729, 4.027], [-4.812, -0.875, 2.712], [-6.276, -0.987, 2.392], [-6.728, -2.447, 2.469], [-3.867, -0.962, 1.706], [2.545, 0.315, -0.770], [2.280, -0.837, -0.989], [3.597, 0.732, -0.070], [4.522, -0.264, 0.378], [5.478, -0.662, -0.736], [3.751, -0.107, -6.053], [4.256, 0.375, -4.428], [3.192, -1.024, -4.643], [1.397, 0.506, -5.525], [2.480, 1.898, -5.209], [2.012, 2.388, -0.717], [0.078, 0.193, -1.595], [-0.231, 1.867, -2.045], [-0.241, 2.558, 0.318], [-1.482, 1.356, -0.042], [-0.333, 1.019, 2.135], [1.183, 0.700, 1.292], [0.095, -1.425, 1.885], [0.139, -1.240, 0.125], [-1.042, -0.715, 3.565], [-2.704, -0.561, 5.335], [-5.110, -0.657, 4.824], [-6.856, -0.393, 3.101], [-6.466, -0.604, 1.387], [-7.788, -2.531, 2.238], [-6.557, -2.843, 3.467], [-6.168, -3.052, 1.760], [-4.168, -1.079, 0.676], [3.960, -1.136, 0.730], [5.054, 0.200, 1.210], [4.932, -1.152, -1.538], [5.975, 0.220, -1.133], [6.225, -1.349, -0.348]],
  "nbo_charge": [-0.637, -0.073, -0.502, 0.817, -0.593, -0.424, -0.392, -0.398, -0.433, -0.077, -0.517, 0.398, -0.350, -0.166, -0.264, 0.024, -0.417, -0.592, -0.300, 0.818, -0.609, -0.503, -0.076, -0.636, 0.217, 0.221, 0.216, 0.192, 0.198, 0.251, 0.231, 0.219, 0.201, 0.221, 0.217, 0.203, 0.174, 0.214, 0.215, 0.210, 0.208, 0.207, 0.207, 0.206, 0.205, 0.206, 0.217, 0.196, 0.193, 0.221, 0.217, 0.218],
  "max_force_ev_per_a": 0.6,
  "e_homo_ev": -8.34,
  "molar_mass_g_mol": 336.43,
  "e_above_lowest_kj_mol": 11.8
}



{
  "formula": "C19H28O8P3S2",
  "method": "the ωB97M-V functional and the def2-TZVPD basis",
  "species": ["C", "C", "P", "C", "S", "P", "S", "P", "C", "C", "C", "C", "H", "H", "H", "H", "H", "H", "H", "H", "H", "H", "H", "H", "H", "H", "H", "H", "H", "H", "H", "H", "C", "C", "C", "O", "C", "C", "C", "O", "O", "O", "H", "H", "H", "H", "C", "C", "C", "O", "C", "C", "C", "O", "O", "O", "H", "H", "H", "H"],
  "xyz": [[-4.771, -4.005, 1.001], [-4.954, -2.520, 0.538], [-3.482, -1.374, 0.708], [-2.577, -1.577, -0.936], [-2.033, -2.114, 2.122], [-1.125, -0.269, 2.913], [-1.991, 1.291, 2.115], [-2.939, -3.057, 3.821], [-3.741, -1.820, 4.966], [-4.748, -0.967, 4.134], [-1.674, -4.120, 4.685], [-1.372, -5.337, 3.750], [-3.720, -4.327, 1.051], [-5.393, -4.709, 0.432], [-5.133, -4.068, 2.041], [-5.161, -2.555, -0.549], [-5.838, -2.067, 1.001], [-3.234, -1.292, -1.767], [-1.661, -0.978, -0.877], [-2.316, -2.648, -1.024], [0.261, -0.235, 2.610], [-1.276, -0.267, 4.327], [-4.341, -2.425, 5.670], [-3.045, -1.227, 5.580], [-5.411, -1.680, 3.611], [-4.252, -0.330, 3.385], [-5.381, -0.400, 4.826], [-2.076, -4.535, 5.621], [-0.705, -3.618, 4.849], [-2.292, -5.858, 3.443], [-0.721, -6.076, 4.239], [-0.862, -5.029, 2.822], [2.067, 4.422, -1.693], [2.320, 5.080, -0.558], [1.938, 4.522, 0.774], [2.204, 5.146, 1.779], [1.246, 3.232, 0.804], [0.992, 2.580, -0.331], [1.398, 3.125, -1.657], [1.154, 2.475, -2.661], [0.357, 1.392, -0.343], [2.929, 6.271, -0.555], [2.340, 4.816, -2.663], [0.957, 2.844, 1.771], [0.304, 1.142, -1.282], [2.995, 6.530, 0.380], [4.802, 2.349, -6.611], [6.043, 1.856, -6.585], [6.664, 1.362, -5.321], [7.788, 0.905, -5.353], [5.881, 1.456, -4.089], [4.641, 1.951, -4.113], [4.011, 2.421, -5.383], [2.875, 2.850, -5.357], [3.899, 2.051, -2.996], [6.795, 1.778, -7.692], [4.342, 2.708, -7.520], [6.347, 1.111, -3.177], [3.036, 2.430, -3.270], [7.638, 1.388, -7.406]],
  "nbo_charge": [-0.616, -0.707, 0.771, -0.918, -0.153, 0.630, -0.427, 0.713, -0.707, -0.626, -0.711, -0.616, 0.204, 0.236, 0.224, 0.258, 0.252, 0.271, 0.250, 0.236, 0.051, 0.031, 0.266, 0.229, 0.212, 0.225, 0.247, 0.271, 0.234, 0.222, 0.241, 0.209, -0.415, 0.388, 0.457, -0.510, -0.361, 0.300, 0.488, -0.558, -0.653, -0.630, 0.254, 0.238, 0.504, 0.506, -0.374, 0.309, 0.472, -0.524, -0.371, 0.307, 0.470, -0.524, -0.659, -0.625, 0.247, 0.243, 0.514, 0.505],
  "max_force_ev_per_a": 3.4,
  "e_homo_ev": -10.90,
  "molar_mass_g_mol": 541.48,
  "charge": 1
}



{
  "formula": "C19H29AsEuF4N6OS3",
  "method": "the ωB97M-V functional and the def2-TZVPD basis",
  "species": ["Eu", "C", "N", "C", "C", "C", "N", "C", "C", "F", "C", "F", "C", "C", "F", "C", "F", "H", "H", "H", "H", "H", "H", "H", "H", "H", "H", "H", "O", "N", "C", "C", "C", "C", "C", "S", "H", "H", "H", "H", "N", "N", "C", "N", "S", "H", "H", "H", "H", "H", "C", "As", "C", "C", "S", "H", "H", "H", "H", "H", "H", "H", "H", "H"],
  "xyz": [[-0.360, -0.506, -0.025], [-0.164, 1.906, 2.846], [-0.995, 1.700, 1.667], [-2.381, 1.509, 2.100], [-0.875, 2.877, 0.766], [-0.298, 2.588, -0.622], [0.718, 1.543, -0.547], [1.687, 1.454, -1.478], [2.475, 0.271, -1.482], [2.104, -0.700, -0.599], [3.484, -0.003, -2.357], [4.120, -1.189, -2.257], [3.845, 0.895, -3.343], [3.110, 2.062, -3.379], [3.405, 2.982, -4.316], [2.088, 2.351, -2.497], [1.470, 3.545, -2.651], [-0.454, 2.810, 3.399], [0.880, 2.008, 2.541], [-0.264, 1.055, 3.522], [-2.753, 2.380, 2.660], [-2.440, 0.629, 2.742], [-3.014, 1.342, 1.235], [-0.223, 3.610, 1.248], [-1.853, 3.348, 0.651], [0.078, 3.536, -0.997], [-1.104, 2.271, -1.294], [4.640, 0.699, -4.048], [-2.416, 0.160, -0.679], [-3.486, -0.541, -0.929], [-4.498, 0.080, -1.564], [-5.667, -0.566, -1.865], [-5.804, -1.900, -1.487], [-4.776, -2.517, -0.832], [-3.569, -1.847, -0.526], [-2.258, -2.571, 0.308], [-4.288, 1.108, -1.815], [-6.453, -0.031, -2.380], [-6.717, -2.441, -1.703], [-4.851, -3.549, -0.518], [-0.015, -1.276, 2.589], [1.351, -1.028, 2.239], [2.075, -2.084, 1.760], [3.390, -1.945, 1.851], [1.333, -3.314, 0.923], [-0.096, -1.354, 3.593], [-0.195, -2.210, 2.228], [1.820, -0.427, 2.897], [3.816, -1.362, 2.552], [3.957, -2.652, 1.412], [-0.220, -4.219, -2.343], [-0.733, -2.759, -3.470], [0.182, -3.169, -5.114], [-2.579, -3.001, -3.938], [-0.237, -0.802, -2.915], [-0.415, -5.143, -2.887], [-0.784, -4.188, -1.416], [0.842, -4.117, -2.139], [-0.158, -4.120, -5.525], [1.249, -3.209, -4.910], [-0.015, -2.361, -5.812], [-2.849, -4.055, -3.877], [-2.697, -2.640, -4.955], [-3.204, -2.420, -3.269]],
  "mulliken_charge": [0.525, -1.414, 1.138, -1.293, -1.267, -0.652, -0.229, 0.039, 0.127, 0.133, -0.174, -0.328, -0.661, 0.101, -0.339, 0.642, -0.357, 0.403, 0.270, 0.315, 0.381, 0.256, 0.312, 0.512, 0.307, 0.732, 0.211, 0.489, -0.220, 0.306, -0.234, -0.724, -0.196, -0.860, 0.311, -0.492, 0.407, 0.405, 0.382, 0.417, -0.540, -0.179, 0.403, -0.365, -0.352, 0.252, 0.138, 0.308, 0.182, 0.243, -0.917, 0.656, -1.183, -0.721, -0.401, 0.439, 0.215, 0.285, 0.389, 0.359, 0.361, 0.378, 0.410, -0.044],
  "max_force_ev_per_a": 1.4,
  "e_homo_ev": [-5.54, -6.37],
  "molar_mass_g_mol": 756.56,
  "multiplicity": 8,
  "e_above_lowest_kj_mol": 18.7
}



{
  "formula": "C19H29AsI2N2OSi2W",
  "method": "the ωB97M-V functional and the def2-TZVPD basis",
  "species": ["W", "I", "C", "C", "C", "I", "C", "O", "C", "C", "N", "C", "C", "C", "C", "C", "C", "N", "C", "H", "H", "H", "H", "H", "H", "H", "H", "H", "H", "H", "C", "Si", "C", "C", "As", "Si", "C", "C", "C", "H", "H", "H", "H", "H", "H", "H", "H", "H", "H", "H", "H", "H", "H", "H", "H", "H", "H"],
  "xyz": [[-0.218, 1.194, 0.052], [-5.271, -4.700, 0.285], [-4.055, -3.028, 0.462], [-3.840, -2.459, 1.712], [-3.025, -1.342, 1.832], [-2.677, -0.461, 3.677], [-2.436, -0.811, 0.694], [-1.634, 0.286, 0.817], [-2.648, -1.368, -0.562], [-2.038, -0.722, -1.771], [-0.591, -0.401, -1.557], [0.067, -0.015, -2.819], [1.365, 0.675, -2.526], [2.382, 0.715, -3.455], [3.546, 1.410, -3.162], [3.661, 2.046, -1.935], [2.616, 1.967, -1.045], [1.469, 1.293, -1.321], [-3.459, -2.486, -0.672], [-4.304, -2.883, 2.592], [-2.540, 0.220, -2.008], [-2.137, -1.380, -2.637], [-0.148, -1.259, -1.219], [-0.592, 0.682, -3.343], [0.216, -0.876, -3.472], [2.263, 0.203, -4.400], [4.353, 1.449, -3.882], [4.552, 2.593, -1.663], [2.661, 2.439, -0.078], [-3.636, -2.933, -1.642], [2.051, 2.582, 4.755], [1.117, 3.793, 3.720], [2.122, 5.150, 2.972], [-0.515, 4.324, 4.405], [0.436, 2.435, 1.786], [-1.599, 3.282, -0.611], [-3.314, 2.932, 0.014], [-0.953, 4.925, -0.018], [-1.521, 3.246, -2.488], [2.374, 3.094, 5.666], [2.943, 2.211, 4.250], [1.434, 1.735, 5.055], [2.397, 5.846, 3.770], [1.560, 5.712, 2.225], [3.046, 4.782, 2.526], [-0.334, 4.937, 5.293], [-1.124, 3.471, 4.707], [-1.082, 4.932, 3.699], [-3.332, 2.865, 1.103], [-3.722, 2.003, -0.388], [-3.977, 3.748, -0.287], [-1.036, 4.998, 1.070], [-1.535, 5.745, -0.448], [0.091, 5.076, -0.301], [-0.503, 3.302, -2.881], [-2.045, 4.136, -2.850], [-2.033, 2.388, -2.929]],
  "nbo_charge": [0.779, 0.260, -0.147, -0.244, -0.153, 0.235, 0.180, -0.621, -0.028, -0.240, -0.671, -0.272, 0.252, -0.227, -0.060, -0.237, 0.110, -0.568, -0.225, 0.257, 0.223, 0.229, 0.412, 0.250, 0.243, 0.257, 0.259, 0.263, 0.237, 0.239, -1.149, 1.550, -1.150, -1.149, 0.228, 1.417, -1.131, -1.138, -1.145, 0.279, 0.261, 0.266, 0.279, 0.260, 0.257, 0.279, 0.264, 0.258, 0.260, 0.244, 0.266, 0.237, 0.269, 0.246, 0.240, 0.277, 0.231],
  "max_force_ev_per_a": 0.2,
  "e_homo_ev": [-13.31, -13.31],
  "molar_mass_g_mol": 870.20,
  "charge": 2
}